Arrangement P

H80O40 | ωB97M-V/def2-TZVPD

Properties
2S+1   1
Gap between HOMO and LUMO   9.2 eV
Highest occupied orbital energy   -0.360 hartree
Total charge   0

Cartesian coordinates (Å):
O 1.53 4.65 2.41
O 0.31 0.69 -0.33
O 5.26 -1.96 -2.00
O -2.36 -3.48 3.19
O -2.61 -4.66 -3.35
O -1.14 3.96 -4.59
O -5.66 0.23 -0.58
O 2.06 4.82 -1.64
O -0.85 1.25 2.51
O -2.93 -0.22 2.13
O 2.44 -1.17 -0.22
O -1.23 -1.12 -1.48
O 3.07 -3.87 -0.57
O 3.53 1.11 3.81
O -4.53 3.46 0.84
O -3.96 -3.39 -0.97
O -2.99 2.05 -0.84
O -3.22 4.10 -2.98
O 5.97 -0.32 -3.53
O -2.89 2.31 4.99
O -4.94 -3.36 1.43
O 2.61 2.18 -2.93
O 0.18 1.47 5.51
O 2.06 2.70 0.11
O -0.29 -4.55 1.19
O -1.71 5.74 -1.44
O 0.45 1.44 -3.36
O -0.50 -1.55 4.32
O 1.74 -2.24 2.35
O -0.60 -5.64 -1.78
O 0.00 -5.43 3.93
O -0.75 -1.96 1.60
O 3.70 0.99 1.16
O -0.93 -1.19 -3.97
O 4.81 2.02 -1.33
O 3.15 -1.36 4.33
O -0.83 3.63 1.07
O -3.39 0.56 -4.28
O 5.83 -2.15 2.14
O -1.83 -0.47 -6.25
H 4.79 1.06 -1.23
H 0.41 -4.48 0.52
H -0.93 3.21 -3.98
H -0.37 -1.67 -4.58
H 4.00 0.41 1.86
H -1.49 3.82 1.74
H -2.33 2.84 4.41
H -0.05 -2.08 4.98
H 1.51 -2.76 1.57
H -0.92 4.30 0.37
H -3.46 -0.38 1.35
H 3.16 -0.53 4.81
H 5.07 -0.53 -3.80
H -5.56 -2.69 1.71
H -2.62 -4.24 2.65
H -2.27 -5.47 -2.93
H -3.11 0.57 2.64
H -3.00 -3.33 -0.93
H -0.83 5.73 -1.82
H -2.00 -3.97 -3.10
H 3.73 -3.15 -0.45
H 2.14 -1.98 0.20
H 2.78 1.21 1.14
H -0.10 1.46 4.59
H 3.22 -1.18 0.36
H -6.19 0.66 0.09
H 3.91 2.00 3.89
H -3.54 -0.36 -4.54
H -0.46 -0.83 -3.21
H -4.04 2.94 0.16
H -0.12 -4.86 3.14
H -2.69 1.41 4.72
H -3.84 4.07 1.11
H 1.87 2.59 -0.84
H -1.58 -1.44 1.68
H 2.89 -3.61 -1.49
H 0.03 0.59 0.58
H 5.71 -3.10 1.99
H 2.36 5.06 2.69
H 2.41 -1.47 3.72
H -1.35 -0.37 -5.39
H -0.01 2.35 5.88
H -0.67 -6.57 -2.03
H -0.75 1.90 1.79
H 1.91 3.99 1.82
H 5.38 -1.99 3.00
H -1.50 -0.34 -0.99
H 2.72 5.37 -1.21
H -0.25 -1.35 2.17
H 0.97 -5.40 3.89
H -0.13 1.24 3.14
H 3.93 2.35 -1.46
H -1.82 -3.00 2.55
H -0.29 -1.15 -1.25
H 2.55 3.12 -3.13
H -3.52 1.07 -5.08
H -0.70 -5.58 -0.83
H 2.45 1.74 -3.77
H -4.27 -3.66 -0.08
H -4.74 0.47 -0.52
H 5.95 0.65 -3.46
H 3.03 2.72 0.23
H -2.23 2.05 -0.26
H -2.75 4.25 -3.83
H -2.90 2.95 -1.21
H 1.33 5.39 -1.86
H -2.20 4.98 -1.81
H 2.57 1.25 3.82
H -0.20 1.19 -4.03
H 1.29 0.83 -0.35
H -1.57 -1.31 -6.65
H 6.06 -1.47 -2.11
H -0.62 -3.63 0.99
H 5.35 -2.82 -2.41
H 0.17 1.23 -2.45
H -1.33 3.36 -5.33
H 1.00 -2.69 2.82
H -4.59 -3.94 2.10
H -1.36 -1.80 3.94
H -4.01 3.57 -3.02

Arrangement Q

H80O40 | ωB97M-V/def2-TZVPD

Properties
2S+1   1
Gap between HOMO and LUMO   9.7 eV
Highest occupied orbital energy   -0.377 hartree
Total charge   0

Cartesian coordinates (Å):
O -3.52 1.38 1.24
O -1.68 -1.66 -2.91
O -1.85 0.75 -5.25
O -1.45 2.78 -0.06
O -3.39 -4.25 -1.46
O -0.03 1.16 -3.41
O -3.43 5.68 -1.46
O -0.28 -3.30 -0.08
O -0.27 0.89 1.28
O -3.01 -0.17 -0.83
O 1.75 -2.92 -1.84
O 2.29 -4.37 0.55
O -1.92 -2.71 3.86
O 1.75 -0.32 -2.28
O 0.75 5.55 -2.64
O -0.01 -6.41 1.64
O -2.88 4.54 3.50
O -0.94 -5.51 -2.99
O 3.17 2.88 4.17
O 0.71 3.92 4.23
O 3.68 4.66 1.24
O 0.89 1.70 -1.02
O 1.61 -3.99 4.43
O -1.95 -0.49 2.84
O 4.74 -3.73 0.92
O 1.17 3.26 1.17
O -2.29 -5.94 0.31
O -1.07 1.46 4.38
O -0.50 -1.32 -6.17
O 2.91 0.81 -4.93
O -2.55 3.06 -4.07
O 3.79 0.53 0.55
O 0.26 5.53 1.73
O -0.82 -0.95 5.54
O -4.61 1.52 -2.56
O 3.38 -1.85 -3.85
O 4.17 5.10 -1.34
O -4.70 -1.42 1.35
O 1.43 -0.93 3.95
O 4.47 -3.84 -1.57
H -0.55 0.77 4.72
H 3.10 -0.91 -3.76
H -4.98 -2.26 1.04
H 2.87 -3.98 -0.12
H 0.71 4.43 5.06
H 2.22 1.01 -4.26
H 1.32 -0.74 4.87
H -1.24 -1.76 5.73
H -1.21 -3.35 4.05
H -2.62 -2.96 4.52
H 0.91 -4.13 5.06
H -3.70 4.79 -1.83
H 1.66 3.73 4.14
H 0.62 -3.27 -0.50
H 1.21 3.89 0.43
H -2.43 0.32 3.01
H -0.58 -6.33 -2.71
H -3.86 1.77 -2.00
H -2.39 -1.04 3.49
H -2.81 -3.65 -0.99
H 4.44 -2.95 -1.94
H 2.39 -0.16 -1.59
H -2.59 -1.60 -2.58
H 0.27 0.04 1.12
H 0.41 3.57 1.68
H 4.12 2.92 4.26
H 0.40 5.24 2.68
H -0.22 -3.34 0.89
H -2.96 -5.51 -0.25
H -2.91 -4.79 -2.08
H -0.29 -4.83 -2.89
H -2.32 2.39 -3.44
H -0.74 2.34 4.65
H -2.59 4.09 2.72
H 4.10 -3.18 0.47
H 0.43 0.90 -2.63
H -3.46 0.01 -1.68
H 0.76 5.67 -1.68
H 1.80 -4.65 3.75
H -1.06 -1.12 -2.39
H -1.14 0.96 -4.61
H -3.33 0.50 0.98
H -1.46 0.67 -6.10
H -4.61 -0.67 0.75
H -4.21 1.71 0.68
H 5.11 -3.24 1.65
H 0.80 -3.15 -2.06
H 0.05 2.10 -3.31
H -1.04 -2.04 -6.51
H 4.02 4.48 -0.66
H -2.78 5.23 -0.89
H 0.28 2.46 -1.12
H 3.25 2.17 3.50
H 4.35 0.95 1.18
H 2.82 4.25 1.08
H 2.84 -5.02 1.00
H -0.34 6.19 2.24
H -1.23 3.45 0.60
H 0.44 1.36 -0.27
H -0.16 5.40 -2.96
H -2.17 -0.65 -0.84
H -0.82 -6.73 1.18
H -1.70 1.90 0.39
H 5.41 -3.88 -1.37
H 0.58 -6.15 0.93
H -0.17 -1.64 -5.32
H 1.44 -1.27 -2.19
H 1.29 -1.88 3.76
H -2.22 -5.53 1.23
H 2.34 -3.21 -2.57
H -0.42 -0.64 4.73
H -2.43 2.71 -4.95
H 2.43 0.95 -5.77
H -4.45 2.12 -3.29
H 2.97 1.02 0.55
H -0.69 0.58 2.09
H 3.61 4.79 -2.10
H -3.00 3.86 4.18
H 2.87 -2.07 -4.65
H 3.48 5.54 1.63

Arrangement R

H80O40 | ωB97M-V/def2-TZVPD

Properties
2S+1   1
Gap between HOMO and LUMO   9.2 eV
Highest occupied orbital energy   -0.373 hartree
Total charge   0

Cartesian coordinates (Å):
O 0.08 0.72 -3.84
O 3.08 -3.79 1.81
O -2.35 2.73 1.77
O -3.17 4.03 -3.06
O 3.54 -1.69 -2.95
O 1.44 4.62 -0.46
O 4.35 -4.70 -0.35
O 2.58 -3.91 -3.71
O 2.28 -1.47 4.90
O 3.77 4.25 1.19
O 2.93 4.50 -2.37
O -3.90 -0.60 1.09
O 4.09 0.86 -3.76
O -2.93 4.20 3.71
O 4.24 -1.41 -0.18
O -2.78 0.80 4.40
O 0.54 -2.53 -2.80
O 1.84 -1.87 -6.13
O -0.53 -4.14 4.15
O -1.61 4.76 0.00
O -3.99 3.72 -0.61
O -0.97 -5.69 -0.82
O 0.89 2.18 -0.59
O -0.67 0.91 3.05
O -5.23 1.45 4.10
O -5.25 -2.23 -3.17
O 1.94 0.43 0.85
O -5.16 2.18 1.45
O 1.10 -5.40 2.96
O -0.69 -0.25 -6.31
O 1.62 2.16 2.58
O -1.21 1.90 -1.62
O -2.25 -2.73 0.29
O 4.86 2.11 -0.28
O -3.89 -5.60 1.09
O 1.86 2.37 -3.77
O -0.44 -1.57 3.17
O 2.08 3.08 5.03
O 0.12 -3.24 1.28
O -2.64 -1.64 -2.33
H -5.50 2.51 2.18
H -0.20 -0.77 2.88
H -2.30 3.59 3.27
H 1.85 -5.23 2.19
H 4.66 -3.89 -0.62
H 5.24 2.53 -1.07
H -3.61 -4.96 1.82
H 1.08 2.24 -4.20
H -1.06 2.83 -1.11
H -2.41 -2.40 -1.84
H -1.72 -5.66 -0.25
H -2.01 -0.99 -1.88
H 4.09 5.13 0.97
H 2.51 0.34 1.55
H -2.98 1.54 3.73
H 3.50 0.31 -3.39
H 0.78 -1.51 -6.27
H -3.39 4.87 3.12
H -0.72 5.24 0.18
H 0.15 -2.34 1.55
H 3.93 -4.22 2.11
H -4.47 1.45 4.61
H -1.26 -4.46 3.58
H -5.89 2.64 0.96
H 3.46 -4.78 -0.74
H -2.31 -1.86 0.41
H 2.98 3.48 5.11
H 4.88 1.22 -0.63
H -3.12 2.92 1.18
H -2.13 5.54 -0.20
H -0.75 -4.88 -1.02
H 4.61 -1.81 0.45
H -2.40 3.37 -3.30
H 1.73 3.14 5.97
H 0.67 3.91 -0.25
H 3.44 -1.40 -3.82
H 0.68 -2.17 -2.04
H -1.47 2.61 1.27
H 4.83 0.15 -4.00
H 2.63 -4.28 -4.61
H 0.09 -4.77 4.23
H -1.35 1.19 2.56
H -4.32 3.72 -1.55
H -3.16 -5.68 0.63
H 0.89 -3.45 -2.78
H -4.64 -0.77 0.40
H 3.26 -3.24 1.03
H -0.29 0.54 -6.20
H 1.42 -2.33 -5.39
H 3.31 4.06 -3.16
H -1.32 -0.49 -5.57
H -1.93 1.24 4.81
H -0.17 -0.21 -3.69
H 4.63 -0.46 -0.55
H -1.46 -3.23 0.74
H -2.06 1.85 -1.91
H 1.49 -4.82 3.62
H -4.80 -2.73 -3.72
H 2.83 -3.12 -3.62
H 0.05 -3.75 2.17
H -0.36 1.03 -2.98
H -1.29 -1.49 3.59
H 1.57 1.94 0.02
H 1.94 2.99 2.51
H 1.84 4.31 0.23
H -4.85 3.85 -0.05
H 2.38 -2.10 5.63
H -5.48 0.55 4.19
H -4.41 -1.79 -2.62
H 3.20 -0.88 -2.62
H 2.31 0.16 0.03
H -4.13 0.21 1.50
H 0.06 1.33 2.78
H -2.62 4.76 -2.86
H 2.15 4.25 -2.10
H 0.24 1.57 -0.17
H 1.34 -1.48 4.59
H 4.51 3.71 0.84
H 2.56 1.77 -4.13
H 1.96 1.81 3.54

Arrangement S

H80O40 | ωB97M-V/def2-TZVPD

Properties
2S+1   1
Gap between HOMO and LUMO   10.0 eV
Highest occupied orbital energy   -0.386 hartree
Total charge   0

Cartesian coordinates (Å):
O -4.48 -1.61 3.21
O 1.46 -1.51 2.26
O 0.21 1.40 -5.44
O 4.49 -3.54 -3.09
O 1.74 2.23 2.22
O 2.16 0.21 -3.85
O 0.67 -0.32 -0.05
O 1.54 0.04 4.32
O -1.89 -0.19 -4.68
O -1.04 -2.42 2.14
O -1.90 2.90 -5.79
O -0.57 1.96 -0.17
O -1.36 -4.52 -0.68
O 4.43 2.38 2.03
O -0.79 3.63 -2.35
O 0.94 -4.05 4.29
O 2.40 -5.07 1.35
O -3.71 -3.02 -0.30
O -0.64 0.37 2.47
O -5.30 -0.83 -1.34
O -2.95 -0.71 1.09
O 5.69 -0.98 0.04
O -1.88 4.14 0.63
O 1.25 4.97 3.22
O -0.46 -0.43 -2.45
O -2.73 0.70 -1.52
O -2.45 -1.00 5.19
O -2.43 -5.30 1.54
O 5.10 0.05 -1.82
O -3.71 2.83 3.43
O 1.75 4.16 -2.61
O -4.34 -2.08 -5.24
O -5.20 2.32 0.46
O 3.92 2.50 -2.05
O 1.49 -5.17 -1.88
O 0.91 2.38 5.39
O 3.34 -3.03 -0.70
O 4.02 -0.92 2.11
O 1.44 3.72 0.12
O -3.50 2.51 -3.33
H -3.24 -1.01 4.62
H 5.61 -0.34 -0.70
H 1.87 2.33 1.27
H 3.85 -2.41 -0.15
H 3.59 -3.46 -2.74
H 1.14 1.45 5.20
H 1.50 -5.38 1.46
H -1.52 -1.92 2.79
H -3.82 -1.04 2.80
H -5.35 -0.08 -1.94
H 3.03 2.71 -2.36
H 0.03 -0.13 1.98
H -0.22 -2.14 1.75
H -4.16 -2.81 -4.65
H 1.60 -4.22 -1.82
H -4.54 -0.77 -0.76
H -2.26 -5.85 2.30
H 2.16 5.29 3.33
H -0.96 -4.05 0.05
H 0.88 -0.03 -0.95
H 1.55 4.15 0.97
H 1.57 4.23 -1.66
H -1.54 3.64 1.38
H -0.21 1.55 -6.29
H -3.18 -3.82 -0.23
H 3.01 -5.64 1.82
H -2.95 2.50 -4.11
H -2.98 2.40 -2.52
H -2.54 0.12 1.33
H -0.30 1.56 -1.00
H 1.08 0.99 -5.48
H -0.05 1.37 0.44
H -6.10 2.03 0.28
H 2.04 -0.43 3.62
H -1.07 0.24 -2.10
H 4.50 3.27 -2.00
H -4.79 1.79 1.14
H 4.79 -1.20 2.59
H -2.78 2.85 3.68
H 2.65 0.60 -3.13
H 0.26 -1.15 -0.38
H -1.43 0.52 -5.17
H 3.19 -3.74 -0.05
H 4.06 -0.31 1.38
H 0.61 3.25 -0.05
H -2.34 4.89 1.04
H 6.24 -1.65 -0.38
H -2.10 1.25 -1.01
H -3.63 1.03 -1.35
H 1.63 2.78 5.89
H 3.56 2.66 1.71
H -0.22 0.40 3.34
H 1.25 4.26 3.87
H -0.84 4.23 -3.08
H 1.29 0.33 -3.42
H 4.89 1.00 -1.64
H 2.07 -2.26 2.33
H -2.32 0.34 -3.99
H -2.93 -0.95 0.16
H 1.45 -4.16 5.09
H -1.04 4.19 -1.59
H -3.89 -1.34 -4.82
H -4.15 -2.94 0.55
H -4.09 2.15 4.01
H -1.81 -0.43 4.74
H -2.02 -4.43 1.63
H 0.64 -3.16 4.09
H -1.31 3.61 -6.08
H 4.48 -0.03 -2.55
H -0.95 -5.39 -0.57
H -2.27 3.46 -5.09
H -4.51 -2.44 2.73
H 2.20 -5.51 -1.32
H 1.16 1.58 2.59
H 4.96 -3.02 -2.44
H -0.93 -0.80 -3.23
H 0.95 3.74 -3.00
H 1.90 -0.20 5.18
H 4.94 2.51 1.21
H 1.56 -1.35 1.30

Stability ranking, top and bottom: arrangement S is the most stable and arrangement R is the least stable.